A molecular structure, C2H6N2O. Source: the Open Molecules 2025 dataset; level of theory: wB97M-V/def2-TZVPD.

Each line ends with the Löwdin charge.
Geometry (Å):
1 C 1.74855 -0.60318 0.07605  -0.067
2 C -0.04352 0.86762 0.02208  -0.303
3 H 1.49616 -1.20923 -0.67516  0.020
4 H 1.25059 -0.95067 1.05496  0.115
5 H 2.88717 -0.74070 0.08476  0.112
6 H -0.29724 1.90547 -0.22435  0.132
7 H -2.67838 1.16925 0.68744  0.186
8 H -2.69197 -0.81862 -0.95701  0.168
9 N -0.79044 -0.13848 -0.06495  -0.148
10 N -2.18188 -0.27259 0.09607  -0.105
11 O 1.30096 0.79114 -0.09990  -0.110

Cartesian forces (eV/Å) of the 6 atoms listed first:
C 1.8 1.9 4.3
C -0.3 0.9 -2.0
H -1.8 -2.1 -3.0
H 1.1 0.2 -1.5
H -1.5 1.2 0.5
H -0.7 0.0 0.9

Computed properties:
* gap between HOMO and LUMO: 8.509 eV
* 2S+1: 1
* highest occupied orbital energy: -8.512 eV



2 unconnected molecules or ions with the total composition C2H6N2O. Source: the Open Molecules 2025 dataset; level of theory: wB97M-V/def2-TZVPD.

Each line ends with the Löwdin charge.
Geometry (Å):
1 H 1.00642 -0.83989 -0.25757  0.134
2 N 1.10354 0.26487 -0.40510  0.087
3 N 1.59834 0.69764 -1.45829  -0.331
4 O 2.03804 0.05914 -2.39512  -0.036
5 H 1.60553 1.76769 -1.41167  0.194
6 C -1.46208 -0.87453 0.67966  -0.119
7 C -1.12051 0.17955 1.39721  -0.107
8 H -1.95826 -0.82326 -0.32578  0.070
9 H -1.00431 -1.79827 0.88634  0.025
10 H -0.70038 0.15371 2.33441  0.017
11 H -1.10632 1.21334 0.95592  0.066

Cartesian forces (eV/Å) of the 6 atoms listed first:
H 0.7 2.9 -1.4
N -0.8 -1.6 2.1
N -0.3 -0.1 1.1
O 0.5 0.2 -1.3
H 0.2 -1.3 -0.6
C -0.3 0.8 -1.6

Computed properties:
* gap between HOMO and LUMO: 10.558 eV
* 2S+1: 1
* highest occupied orbital energy: -9.718 eV
* SMILES string: [H]/N=[NH+]\[O-].C=C



A single C2H6N2O molecule. Source: the Open Molecules 2025 dataset; level of theory: wB97M-V/def2-TZVPD.

Each line ends with the Löwdin charge.
Geometry (Å):
1 N 1.24956 1.35068 0.43584  0.023
2 C -0.11632 0.96916 -0.01551  -0.143
3 C -0.23142 -0.58123 0.07079  -0.474
4 N -1.06211 -1.48530 -0.58865  0.144
5 O 0.55386 -1.10871 0.83381  0.018
6 H 1.41742 1.13035 1.37020  0.040
7 H 1.92008 0.78210 0.03137  0.037
8 H -0.88179 1.37554 0.55375  0.090
9 H -0.22765 1.33314 -1.00161  0.092
10 H -1.73741 -1.30418 -1.28156  0.072
11 H -0.88423 -2.46155 -0.40842  0.101

Cartesian forces (eV/Å) of the 6 atoms listed first:
N -2.5 2.0 -0.7
C 2.5 -2.0 -0.4
C 0.2 -1.6 0.2
N 0.4 1.1 0.4
O 0.4 -0.1 0.5
H -0.4 -0.2 2.1

Computed properties:
* gap between HOMO and LUMO: 10.516 eV
* 2S+1: 1
* highest occupied orbital energy: -9.620 eV
* SMILES string: NCC(N)=O



A single C2H6N2O molecule. Source: the Open Molecules 2025 dataset; level of theory: wB97M-V/def2-TZVPD.

Each line ends with the Löwdin charge.
Geometry (Å):
1 C -0.91596 -0.80487 0.96610  -0.037
2 C -0.47057 -0.21025 -0.25223  -0.710
3 O -1.04257 -0.19142 -1.36444  -0.001
4 N 0.49206 0.59352 -0.33717  -0.032
5 N 1.57678 0.58587 0.62541  -0.035
6 H -1.25961 0.23652 1.59110  0.159
7 H -1.89841 -1.35624 0.92751  0.088
8 H -0.04551 -1.24239 1.78255  0.147
9 H 0.98265 0.37247 -1.37124  0.238
10 H 2.26099 -0.12331 0.65002  0.038
11 H 2.13773 1.47927 1.03468  0.146

Cartesian forces (eV/Å) of the 6 atoms listed first:
C -0.8 1.1 6.1
C -5.2 -2.1 -3.6
O -1.6 -2.1 1.1
N 11.9 3.4 -2.1
N 0.5 3.1 2.6
H 0.9 -2.7 -1.4

Computed properties:
* gap between HOMO and LUMO: 10.374 eV
* 2S+1: 1
* highest occupied orbital energy: -9.611 eV
* SMILES string: CC(=O)NN



2 unconnected molecules or ions with the total composition C2H6N2O. Source: the Open Molecules 2025 dataset; level of theory: wB97M-V/def2-TZVPD.

Each line ends with the Löwdin charge.
Geometry (Å):
1 C -0.30912 0.56062 0.57190  -0.101
2 C 0.28981 0.21483 -0.81471  -0.119
3 N -0.85184 -1.45674 0.54879  0.028
4 N 0.63150 1.56061 -0.27236  -0.205
5 O 1.80910 1.86340 -0.01108  -0.055
6 H -1.14627 -1.81188 -0.36433  0.007
7 H -0.00151 -1.98260 0.76926  0.010
8 H -1.32919 0.92421 0.55091  0.103
9 H 0.19015 0.34795 1.50935  0.111
10 H 1.14764 -0.44395 -0.86461  0.111
11 H -0.43028 0.22355 -1.62312  0.109

Cartesian forces (eV/Å) of the 6 atoms listed first:
C 0.5 0.6 -0.8
C 0.6 1.7 0.7
N -0.6 -1.0 0.6
N -0.9 -1.2 -0.6
O 0.2 -0.1 0.3
H 0.2 0.2 -0.1

Computed properties:
* gap between HOMO and LUMO (alpha / beta): 7.923 / 8.530 eV
* 2S+1: 1
* highest occupied orbital energy (alpha / beta): -8.604 / -8.758 eV



A single C2H6N2O molecule. Source: the Open Molecules 2025 dataset; level of theory: wB97M-V/def2-TZVPD.

Each line ends with the Löwdin charge.
Geometry (Å):
1 C -1.38868 0.54173 -1.31842  -0.085
2 N -0.28531 0.71870 -0.41273  -0.010
3 C 0.31408 -0.25631 0.34089  -0.602
4 N 1.39891 0.24676 1.14132  0.113
5 O -0.06018 -1.39724 0.46079  0.065
6 H -1.13476 0.42259 -2.37964  0.081
7 H -1.96086 1.47329 -1.24753  0.082
8 H -2.00352 -0.33136 -1.10909  0.087
9 H 0.29314 1.51476 -0.58723  0.117
10 H 1.47475 1.24430 1.02486  0.062
11 H 2.27384 -0.15866 0.81892  0.090

Cartesian forces (eV/Å) of the 6 atoms listed first:
C -0.6 0.4 -0.5
N 0.5 -0.5 0.0
C 0.1 0.1 0.9
N -0.2 -0.1 -0.9
O -0.1 0.0 -0.6
H 0.5 0.1 0.2

Computed properties:
* gap between HOMO and LUMO: 10.550 eV
* 2S+1: 1
* highest occupied orbital energy: -9.833 eV
* SMILES string: CNC(N)=O



A single C2H6N2O2 molecule. Source: the Open Molecules 2025 dataset; level of theory: wB97M-V/def2-TZVPD.

Each line ends with the Löwdin charge.
Geometry (Å):
1 C -2.16235 0.26043 0.02200  -0.082
2 N -1.52350 -1.03043 0.00388  0.041
3 N -0.34577 -1.28932 0.00081  -0.289
4 O 0.19233 -2.35087 0.01554  0.050
5 O 0.60411 -0.02527 -0.07516  -0.106
6 C 1.91718 -0.41322 0.06150  -0.161
7 H -2.08123 0.69075 1.06738  0.105
8 H -3.04673 0.01338 -0.48641  0.057
9 H -1.51693 1.12179 -0.42651  0.105
10 H 2.01160 -1.55581 0.05615  0.099
11 H 2.27030 0.12731 0.90956  0.069
12 H 2.66117 -0.27423 -0.83336  0.112

Cartesian forces (eV/Å) of the 6 atoms listed first:
C 4.2 2.4 0.9
N -0.9 -0.6 0.2
N 0.8 1.7 -0.2
O 0.6 -0.7 0.0
O -1.5 -0.9 -0.6
C 2.2 -1.9 -2.0

Computed properties:
* gap between HOMO and LUMO: 11.032 eV
* 2S+1: 1
* highest occupied orbital energy: -10.151 eV
* SMILES string: C/N=[N+](/[O-])OC



A single C2H6N2O2 molecule. Source: the Open Molecules 2025 dataset; level of theory: wB97M-V/def2-TZVPD.

Each line ends with the Löwdin charge.
Geometry (Å):
1 H 0.12497 2.28791 0.05065  0.037
2 N 0.79396 1.52668 0.01727  0.120
3 C 0.06080 0.44152 0.01219  -0.599
4 N -1.27713 0.44026 -0.15995  0.056
5 O -2.15606 -0.72616 0.15312  -0.034
6 O 0.58706 -0.73624 0.00722  -0.036
7 C 2.02979 -0.75878 0.00304  -0.071
8 H -1.76302 1.19377 0.23412  0.115
9 H -2.27847 -1.30299 -0.63286  0.104
10 H 2.48321 -0.56558 1.00542  0.092
11 H 2.41659 0.05124 -0.70122  0.095
12 H 2.40737 -1.83019 -0.33144  0.122

Cartesian forces (eV/Å) of the 6 atoms listed first:
H 0.2 0.6 -0.1
N -1.7 -1.3 0.4
C 2.1 2.2 0.0
N -2.9 -2.5 -0.9
O 1.4 0.9 0.0
O 1.5 -2.1 0.1

Computed properties:
* gap between HOMO and LUMO: 10.025 eV
* 2S+1: 1
* highest occupied orbital energy: -9.259 eV
* SMILES string: [H]/N=C(\NO)OC



2 unconnected molecules or ions with the total composition C2H6N2O2. Source: the Open Molecules 2025 dataset; level of theory: wB97M-V/def2-TZVPD.

Each line ends with the Löwdin charge.
Geometry (Å):
1 N 2.32395 0.10291 -0.16648  0.120
2 C 2.47513 -0.95620 -0.91053  -0.445
3 O 3.35900 -1.14836 -1.78036  -0.041
4 H 2.81239 0.98214 -0.35330  0.127
5 H 1.48246 0.09885 0.41525  0.098
6 H 1.73352 -1.73579 -0.61063  0.131
7 N -2.43850 0.46016 -0.07056  0.111
8 C -2.34668 0.29404 1.19619  -0.432
9 O -1.25421 -0.06207 1.72813  -0.054
10 H -1.61490 0.30247 -0.65650  0.127
11 H -3.22000 1.01660 -0.42576  0.120
12 H -3.31215 0.64523 1.63459  0.137

Cartesian forces (eV/Å) of the 6 atoms listed first:
N -0.9 2.3 1.4
C 2.3 -2.7 -2.8
O -2.2 0.6 1.9
H -0.2 -0.7 0.1
H 0.6 0.4 -0.1
H 0.4 0.1 -0.4

Computed properties:
* gap between HOMO and LUMO: 10.252 eV
* 2S+1: 1
* highest occupied orbital energy: -9.727 eV
* SMILES string: NC=O.NC=O



A molecular structure, C2H6N2O2. Source: the Open Molecules 2025 dataset; level of theory: wB97M-V/def2-TZVPD.

Each line ends with the Löwdin charge.
Geometry (Å):
1 C -0.20502 0.54398 -0.10851  -0.438
2 N -0.72318 -0.55889 0.50138  0.092
3 C 2.13280 -0.67998 -0.35269  -0.130
4 O -2.10745 0.40213 1.05854  -0.148
5 O -0.81525 1.18282 -1.11574  0.053
6 N 0.97696 -0.70841 -0.85739  0.034
7 H -1.99942 0.27722 2.01473  0.043
8 H -1.69252 0.77963 -1.21986  0.115
9 H -1.26815 -1.11768 -0.15329  0.108
10 H 0.35901 1.22118 0.52534  0.142
11 H 2.38961 -0.12945 0.56476  0.066
12 H 2.95262 -1.21255 -0.85728  0.064

Cartesian forces (eV/Å) of the 6 atoms listed first:
C 3.4 -2.0 -1.8
N -3.7 1.9 2.2
C -0.3 0.2 0.0
O 1.4 -1.8 0.0
O -0.4 -0.2 0.1
N -0.4 2.0 0.1

Computed properties:
* gap between HOMO and LUMO: 9.189 eV
* 2S+1: 1
* highest occupied orbital energy: -8.877 eV



Result set for energy relative to the best compared isomer or geometry (same formula, charge and spin): 7.0873; 5.3431; 1.0081; 4.4714; 7.5024; 0.4250; 6.2177; 3.5058; 0.9136; 5.7631 eV, one per record in the order listed.
Result set for max |F|: 5.2; 3.3; 3.2; 12.6; 1.9; 0.9; 4.9; 3.9; 4.8; 4.8 eV Å⁻¹, one per record in the order listed.
Result set for energy: -7192.7003; -7194.4444; -7198.7795; -7195.3161; -7192.2852; -7199.3625; -9241.0999; -9243.8118; -9246.4040; -9241.5545 eV, one per record in the order listed.